DFT (ωB97M-V/def2-TZVPD) results for an isolated ion of composition C9H17ClNO and charge +1 at a distorted geometry.

Computed properties:
Total charge: +1
E_LUMO (spin up / spin down): -3.2 / -3.1 eV
Energy above the lowest of the compared OMol25 structures with the same formula, charge and spin: 3.568 eV
Total energy: -25657.840 eV

The geometry in XYZ format:
```
29
C9H17ClNO (ωB97M-V/def2-TZVPD)
Cl -3.1556 -0.5662 0.3290
O 0.5791 -2.0647 -0.0041
N 1.0712 0.2694 0.5622
C -1.1617 1.3624 0.7369
C -1.8264 0.0457 1.1115
C -1.1552 1.9051 -0.7515
C -0.5198 1.0875 -1.8675
C 0.0464 -3.2122 -0.7174
C 0.1835 -0.7580 -0.1824
C -0.4261 -0.3988 -1.5001
C 2.0157 -0.4608 1.4312
C 0.2503 1.3243 1.2977
H -1.4099 -0.8631 -1.4204
H 0.4745 1.3651 -2.1484
H 2.7321 0.2134 1.7894
H -2.1209 2.1510 -1.0746
H -0.5005 -2.8678 -1.6687
H -1.6363 2.1680 1.4725
H 0.9943 -3.7657 -0.8541
H 2.5461 -1.2311 0.7599
H 0.0218 -0.9525 -2.4234
H -1.1383 1.1449 -2.8102
H 1.4920 -0.8595 2.2906
H -0.5930 -3.7912 -0.0367
H 1.7248 0.7791 -0.1846
H -1.6121 -0.2609 2.1667
H -0.7507 2.8778 -0.8147
H 0.1267 1.1273 2.3360
H 0.6226 2.2756 1.0943
```

***

DFT (ωB97M-V/def2-TZVPD) results for a 2-piece molecular cluster, C9H17F5N2P overall.

Computed properties:
Total charge: +1
E_LUMO: -3.0 eV
Total energy: -35457.309 eV

The geometry in XYZ format:
```
34
C9H17F5N2P (ωB97M-V/def2-TZVPD)
P -1.5139 3.5832 -0.3190
F -5.6160 3.4664 -0.6780
F -3.5534 5.3927 0.1532
F -3.5350 4.5272 -1.8483
F -4.5379 3.2101 1.2153
F -4.0090 1.9903 -0.5197
N 2.1242 -1.1401 -0.2535
N 1.5570 -3.1712 0.2156
C 1.3647 -2.4259 1.3546
C 2.5926 0.0301 -1.0015
C 1.2756 -4.6087 0.0284
C 2.0183 -2.3713 -0.7400
C 0.2309 2.8608 -0.2080
C -3.3396 4.2554 -0.5327
C -4.4095 3.2288 -0.1245
C 1.2751 -5.3789 1.3328
C 1.7162 -1.1508 1.0585
H -1.0669 4.9091 -0.1484
H 0.3128 -4.6967 -0.4741
H 2.5653 0.8974 -0.3515
H -1.6409 3.0854 -1.6434
H 1.9385 0.2019 -1.8521
H 2.0420 -4.9985 -0.6391
H 0.1602 1.7896 -0.3888
H 1.1180 -6.4339 1.1246
H 2.2240 -5.2703 1.8584
H 0.8235 3.2681 -1.0245
H -1.9114 2.8940 0.8580
H 0.7287 3.0379 0.7399
H 1.7249 -0.2475 1.6416
H 0.4729 -5.0536 1.9947
H 3.6118 -0.1357 -1.3411
H 0.9957 -2.8740 2.2577
H 2.2609 -2.6711 -1.7450
```

***

DFT (ωB97M-V/def2-TZVPD) results for an isolated ion of composition C9H17N2 and charge +1 at a distorted geometry.

Computed properties:
SMILES: [H]/N=C/[N+](C)=C(C)/C(C)=C\CC
Total charge: +1
E_LUMO: -4.7 eV
Energy above the lowest of the compared OMol25 structures with the same formula, charge and spin: 3.778 eV
Total energy: -12579.396 eV

The geometry in XYZ format:
```
28
C9H17N2 (ωB97M-V/def2-TZVPD)
N 1.1675 0.4097 -0.8127
N 1.6257 1.6541 1.0506
C -1.3295 -0.6467 0.5257
C 0.3362 0.7579 -1.9389
C 1.7733 1.5879 -0.1906
C 1.9593 -1.3504 0.7558
C -0.3875 -1.3345 -0.1110
C -1.3462 0.7796 1.0184
C 0.9553 -0.7018 -0.0676
C -0.3360 -2.7764 -0.4901
C -2.4312 1.6995 0.4854
H 1.7048 -1.0313 1.7098
H -0.3579 1.2889 0.8985
H -1.3396 -3.1175 -0.7860
H -3.4402 1.1678 0.6741
H -2.2183 1.9266 -0.5742
H 2.3099 2.3274 -0.8794
H -2.6953 2.6338 0.8971
H 0.2934 -2.8808 -1.3027
H 2.9859 -0.9263 0.4538
H -1.4710 0.6450 2.1367
H 1.8767 -2.4765 0.6719
H -0.0281 -3.4906 0.3921
H 1.8751 2.4904 1.5438
H -2.1603 -1.3736 0.6550
H -0.5579 1.3333 -1.6609
H 0.2419 0.0155 -2.6701
H 0.9941 1.3890 -2.3845
```

***

DFT (ωB97M-V/def2-TZVPD) results for an isolated ion of composition C9H17N2 and charge +1 at a distorted geometry.

Computed properties:
SMILES: C[C@](N)(C[NH3+])[C@H]1C=CC=CC1
Total charge: +1
E_LUMO: -3.0 eV
Energy above the lowest of the compared OMol25 structures with the same formula, charge and spin: 2.954 eV
Total energy: -12580.220 eV

The geometry in XYZ format:
```
28
C9H17N2 (ωB97M-V/def2-TZVPD)
N 1.5405 -0.4827 -1.0614
N -0.7764 0.2321 -1.5581
C -0.4629 -1.8802 0.5045
C -1.9403 -1.6579 0.1538
C -2.6003 -0.6311 0.7208
C -0.6436 0.3232 1.8808
C -0.0869 1.2531 -0.7264
C 2.0667 1.2369 0.6558
C 0.9804 0.4111 -0.0288
C -1.9463 0.3222 1.6405
C 0.2469 -0.5419 1.0114
H 2.1448 0.0049 -1.7457
H -2.5312 0.7938 2.3555
H -1.3781 -0.3350 -0.9136
H 2.7818 0.5770 1.0619
H 2.1082 -1.3476 -0.5795
H 2.5566 1.8142 -0.1382
H 0.1351 -0.3021 -1.9116
H -1.2246 0.5629 -2.3752
H -0.3904 -2.7418 1.2112
H 0.6984 1.9876 -1.2502
H -0.1469 1.0390 2.6060
H 0.0155 -2.1118 -0.3998
H -2.4875 -2.4981 -0.4278
H 1.5249 1.7195 1.5145
H 1.1075 -0.8035 1.6592
H -3.7018 -0.4168 0.3912
H -0.6339 1.8312 -0.0075
```

***

DFT (ωB97M-V/def2-TZVPD) results for an isolated ion of composition C9H17N2O and charge +1 at a distorted geometry.

Computed properties:
SMILES: COC[C@@]1(C)N=C(C)C(C)=[N+]1C
Total charge: +1
E_LUMO: -4.3 eV
Energy above the lowest of the compared OMol25 structures with the same formula, charge and spin: 0.313 eV
Total energy: -14629.558 eV

The geometry in XYZ format:
```
29
C9H17N2O (ωB97M-V/def2-TZVPD)
O 2.0206 -0.0693 0.6374
N -0.8420 -0.5799 0.6904
N -0.0806 1.2347 -0.6623
C 2.8984 0.5167 -0.3087
C -0.3944 0.2244 -1.3740
C -0.3213 0.2036 -2.8458
C -0.8494 -0.9183 -0.5442
C -1.2231 -2.2330 -1.0848
C -0.1515 1.0449 0.6870
C -1.1315 -1.3312 1.8567
C -1.0616 1.9676 1.4465
C 1.2333 0.8340 1.3430
H -1.3499 -0.6565 2.6825
H 3.6291 1.1604 0.1881
H 3.4150 -0.3077 -0.7939
H 0.1630 1.1081 -3.2019
H -1.3247 0.1576 -3.2689
H 0.2301 -0.6679 -3.1937
H -0.2743 -1.9562 2.1234
H -1.9925 -1.9820 1.6880
H 1.0834 0.4335 2.3494
H -0.6891 2.9836 1.3336
H -1.0772 1.7208 2.5039
H -1.9570 -2.7291 -0.4514
H -1.6045 -2.1499 -2.0986
H -0.3324 -2.8649 -1.1115
H -2.0701 1.9319 1.0421
H 1.7062 1.8206 1.4184
H 2.3481 1.1035 -1.0506
```

***

DFT (ωB97M-V/def2-TZVPD) results for C9H17N2O11PS as an isolated structure at a distorted geometry.

Computed properties:
E_LUMO: -0.1 eV
Total energy: -55236.012 eV

The geometry in XYZ format:
```
41
C9H17N2O11PS (ωB97M-V/def2-TZVPD)
S 0.1238 -0.1474 1.2603
P 0.7202 0.9427 -1.2082
O 2.2534 4.2309 -7.5980
O -0.6649 -2.2988 4.8622
O 0.2352 3.9170 -6.6451
O 2.0895 3.7520 -5.4018
O -0.0520 0.5847 2.4664
O -0.8269 1.3163 -1.4214
O -2.6254 -3.0286 4.0320
O 0.9980 -1.4205 1.6996
O -2.5524 -1.2082 5.3580
O 1.5057 2.2192 -1.7459
O 1.1711 0.8021 0.3519
N 1.0473 -0.3638 -1.9517
N -0.0188 -3.9440 -0.7327
C -1.5378 -0.6523 6.1989
C -0.0819 -3.1538 0.2379
C -0.2663 -1.0840 5.5060
C 1.1736 -2.3825 0.6313
C 0.9901 3.7333 -4.4874
C -2.0090 -2.2549 4.6886
C 1.5929 3.9905 -6.6438
C -1.3857 -3.0596 0.9773
C -0.1758 3.3877 -5.3822
H -0.3222 2.3101 -5.4811
H 0.5530 -1.2635 6.1980
H -1.1086 3.8420 -5.0564
H -1.6379 0.4283 6.2633
H -2.1713 -3.1924 0.2378
H -1.6369 -1.0785 7.1993
H 2.2902 2.3244 -1.1797
H 0.9270 -3.9302 -1.1265
H 0.0598 -0.3727 4.7451
H 1.8862 -3.1146 1.0086
H 0.2236 -0.7508 -2.3974
H -1.3864 1.0525 -0.6749
H -1.4805 -3.8301 1.7397
H 1.1488 3.0018 -3.7026
H -1.5734 -2.1003 1.4577
H 0.8903 4.7233 -4.0360
H 1.6344 -1.9272 -0.2474
```

***

DFT (ωB97M-V/def2-TZVPD) results for C9H17N2OPb as an isolated structure at a distorted geometry.

Computed properties:
Total charge: +1
E_LUMO: -8.2 eV
Energy above the lowest of the compared OMol25 structures with the same formula, charge and spin: 6.368 eV
Total energy: -19867.695 eV

The geometry in XYZ format:
```
30
C9H17N2OPb (ωB97M-V/def2-TZVPD)
Pb 0.0128 -4.9162 1.4048
O -0.2076 -0.2583 2.8906
N 4.8398 -2.0894 -0.3684
N -6.4529 2.4654 -3.3262
C 8.0641 -0.3612 0.4755
C -6.0165 1.5810 -2.7791
C -0.7118 1.0204 3.0530
C -5.3919 0.4731 -2.1403
C 7.0232 0.7591 0.2766
C 5.5127 0.3620 0.4792
C -6.2086 -0.1005 -1.0201
C -7.3935 -1.0231 -1.4541
C 5.1648 -1.0217 0.0141
H 4.8859 1.1266 0.0204
H 5.1291 0.3947 1.4989
H -5.0292 -0.3580 -2.7451
H -1.6930 1.0752 2.5814
H -5.6304 -0.6617 -0.2860
H -7.8405 -0.6916 -2.3913
H 9.0907 -0.0128 0.3620
H -6.6799 0.6488 -0.3842
H -4.5040 0.9661 -1.7446
H -0.8967 1.2169 4.1091
H 7.8964 -1.0969 -0.3111
H 7.9740 -0.6923 1.5101
H -7.0954 -2.0460 -1.6840
H -8.1384 -1.1985 -0.6780
H 7.3366 1.6751 0.7774
H -0.0910 1.8242 2.6572
H 7.0509 0.9399 -0.7979
```

***

DFT (ωB97M-V/def2-TZVPD) results for an isolated ion of composition C9H17N2OS and charge +1 at a distorted geometry.

Computed properties:
SMILES: CC[C@@]1(S)[NH+]=C(C)N(C(C)C)C1=O
Total charge: +1
E_LUMO: -4.3 eV
Energy above the lowest of the compared OMol25 structures with the same formula, charge and spin: 0.000 eV
Total energy: -25464.699 eV

The geometry in XYZ format:
```
30
C9H17N2OS (ωB97M-V/def2-TZVPD)
S -2.9944 -1.5864 -0.7260
O -0.5795 -1.3765 1.7024
N 0.4446 -0.4206 -0.2164
N -1.3521 0.4462 -1.0732
C 2.5175 -0.3650 1.0708
C -1.9352 -0.3602 0.0249
C -0.0174 0.2775 -1.2576
C -2.1722 1.8302 1.2310
C 1.8069 -0.9516 -0.1406
C 0.8417 1.0068 -2.2600
C -2.8421 0.4780 0.9645
C -0.6310 -0.8521 0.6372
C 1.7713 -2.5239 -0.0978
H 1.1844 1.9872 -1.9570
H -2.6239 2.3808 2.0775
H -1.9890 0.8965 -1.6650
H 3.6305 -0.2527 0.8666
H 2.0749 0.4356 1.4800
H 1.7292 0.3378 -2.3222
H 2.7081 -2.7855 0.4401
H 0.3367 1.0576 -3.2390
H 2.2803 -0.5427 -1.0517
H -3.3609 -2.2008 0.3745
H -2.9634 -0.2355 1.8100
H -2.3104 2.5125 0.2902
H 2.6182 -1.0954 1.9277
H -3.7710 0.5948 0.4959
H 1.8734 -2.9257 -1.1473
H -1.0145 1.5803 1.3580
H 0.8610 -2.7215 0.3671
```